{"formula": "C36H35N2O4", "method": "ωB97M-V/def2-TZVPD", "gap_ev": 4.121, "relative_energy_kcal_mol": 42.27, "charge": 1, "elements": ["H", "C", "H", "H", "C", "H", "H", "C", "H", "H", "C", "C", "C", "C", "H", "H", "H", "H", "O", "C", "O", "C", "C", "C", "H", "C", "H", "H", "H", "C", "C", "C", "C", "C", "C", "C", "H", "C", "H", "C", "O", "C", "C", "H", "C", "C", "H", "C", "C", "C", "H", "H", "N", "C", "H", "H", "H", "H", "H", "C", "C", "H", "H", "H", "H", "C", "N", "H", "H", "C", "H", "H", "O", "C", "H", "C", "C"], "xyz": [[1.93165, -1.27848, 4.99229], [0.48863, 3.96763, -0.30757], [5.83392, -0.67780, 8.25817], [-2.87121, -2.79207, -2.18126], [2.04522, -3.04944, -2.20434], [4.14929, -0.62571, 8.88655], [-2.79899, 0.95383, -4.03271], [1.58027, 0.61423, 3.07790], [2.20069, -2.03383, -2.60946], [0.96762, -3.28016, -2.16302], [-4.35412, -2.55774, -6.88943], [-3.24222, -0.80816, -5.63600], [0.75708, 1.70224, 2.68011], [3.22603, -0.28896, 6.38235], [1.16774, 4.22422, 3.03838], [-1.26688, 0.64120, -0.05071], [-3.62738, -1.81880, -9.26801], [-2.65581, -0.47949, 1.71563], [4.78124, 1.04079, 7.74083], [5.04131, -0.03778, 8.65533], [-4.76047, -3.13116, -8.05491], [0.66225, 5.30652, -0.65428], [-2.21596, 0.34924, -0.65005], [-2.22556, 0.99436, -1.98351], [1.40336, 6.58547, 2.41833], [1.12437, 5.85308, 1.65786], [-1.94445, 2.04066, -2.04895], [0.32622, 3.21652, -1.08586], [5.39312, 0.47810, 9.54815], [-2.46625, -1.12450, -0.84452], [0.57618, 3.53237, 1.04108], [3.07975, 1.91451, 4.64961], [1.79450, -0.51799, 2.18490], [3.85669, 1.99092, 5.79065], [3.34818, -1.99080, 1.01145], [-2.67373, 0.38055, -3.12126], [-3.01916, 0.74923, -0.00538], [3.96323, 0.88613, 6.66720], [-5.42221, -1.76534, -9.48249], [2.37712, 0.73017, 4.31745], [-2.58048, -3.25542, 0.19005], [-3.82898, -2.87542, -4.53187], [-4.55282, -2.40680, -9.29070], [2.56539, -3.78764, -2.81835], [1.00704, -1.87065, 0.29880], [0.95181, 4.51317, 2.01058], [0.48973, 2.38099, 3.49775], [2.47513, -0.35711, 5.21377], [-4.34337, -3.36225, -5.72412], [-3.31232, -1.56126, -4.44942], [0.21155, -2.19838, -0.37715], [-4.73908, -4.37061, -5.80411], [-2.92040, -0.97381, -3.21535], [0.95642, 6.26621, 0.32933], [3.27471, -1.14314, 7.06184], [-2.53413, -2.05826, 2.33698], [-4.48375, -3.18128, -10.05466], [3.89219, -0.80710, 2.69640], [4.34782, -2.37576, 0.83847], [0.44734, 2.11860, 1.37638], [-3.88283, -1.22407, -6.79849], [-3.81533, -3.53662, -3.67639], [0.35216, 1.40251, 0.56802], [-2.68419, 0.12764, -5.68956], [-0.24536, -0.58732, 1.45951], [-2.77576, -1.71412, -2.04698], [-2.33267, -1.43052, 1.56984], [4.42846, 2.88128, 6.03030], [3.06151, 2.76104, 3.96306], [3.07835, -1.11042, 2.03937], [0.58064, 5.61155, -1.69938], [-3.96057, -0.53888, -7.65175], [2.67567, -3.19418, -0.90841], [2.32090, -2.36295, 0.11604], [1.06189, 7.32086, 0.05741], [-2.48759, -2.03483, 0.32640], [0.76963, -0.95886, 1.31589]]}

***

{"formula": "C11H25AgBr2F2N3O3Pt", "method": "ωB97M-V/def2-TZVPD", "gap_ev": [7.114, 6.603], "relative_energy_kcal_mol": 56.85, "charge": 1, "s_squared": 2.00, "spin_multiplicity": 3, "elements": ["Pt", "H", "N", "H", "H", "Br", "H", "H", "H", "C", "H", "H", "C", "H", "Br", "C", "H", "C", "C", "Ag", "H", "H", "H", "H", "C", "H", "F", "H", "O", "H", "H", "H", "C", "H", "C", "H", "H", "C", "C", "H", "N", "N", "F", "O", "H", "H", "O", "C"], "xyz": [[-0.73536, 23.58600, 24.75581], [0.24279, 17.92902, 29.22318], [-4.42969, 23.12566, 26.11704], [0.43716, 24.99313, 31.72192], [2.94728, 23.81343, 20.70067], [0.61565, 16.91109, 26.86752], [1.73091, 25.42650, 22.64413], [-6.35542, 23.89995, 25.92897], [-6.24243, 22.24028, 25.28217], [2.42405, 24.81668, 23.22360], [-1.11257, 23.48993, 28.04405], [3.91666, 22.54801, 21.36403], [-0.32761, 17.93985, 28.29440], [3.28585, 25.47377, 23.34039], [-2.03811, 20.21878, 29.00061], [-0.63827, 19.38895, 27.84061], [-2.68703, 21.95251, 26.93839], [-5.86260, 22.93328, 26.03288], [-1.25820, 23.49537, 29.12427], [1.56142, 22.92256, 27.24384], [4.39377, 24.30774, 21.63371], [-0.88215, 22.54418, 29.50100], [-2.32314, 23.39298, 29.33286], [-1.09257, 19.17761, 26.87260], [-0.04625, 24.19114, 31.16404], [0.21511, 20.05827, 27.73176], [-0.34616, 21.88734, 26.05810], [-4.53769, 24.97171, 25.41248], [1.03884, 22.45952, 23.76288], [-0.90767, 23.77640, 31.68754], [-0.39459, 25.84770, 28.17448], [1.89180, 24.72013, 24.16990], [-3.80117, 24.22860, 25.75531], [0.76604, 23.46435, 31.15570], [-0.05703, 25.76347, 29.21906], [-1.28385, 17.42522, 28.38855], [-3.79744, 21.19799, 25.70688], [3.59340, 23.57312, 21.54499], [1.98006, 22.44030, 22.95638], [-4.21588, 21.48951, 27.28251], [-0.46842, 24.59575, 29.83667], [2.78877, 23.53707, 22.66673], [0.46810, 24.70977, 26.18005], [-2.54990, 24.30012, 25.68913], [-6.12086, 22.38016, 26.93592], [2.32414, 21.54636, 22.41352], [0.64722, 26.55719, 29.77492], [-3.67049, 21.96723, 26.46861]]}

***

{"formula": "C55H83FN7O5Ti", "method": "ωB97M-V/def2-TZVPD", "gap_ev": 7.290, "relative_energy_kcal_mol": 10.07, "charge": 3, "elements": ["C", "H", "C", "H", "H", "H", "H", "H", "C", "C", "H", "H", "C", "O", "C", "H", "H", "H", "N", "H", "H", "C", "H", "H", "C", "O", "C", "H", "C", "H", "C", "C", "H", "C", "C", "C", "H", "C", "C", "H", "H", "H", "H", "C", "H", "C", "H", "O", "H", "H", "C", "H", "H", "H", "C", "H", "C", "C", "C", "N", "H", "C", "C", "C", "H", "C", "H", "C", "C", "N", "C", "C", "C", "H", "H", "H", "C", "H", "H", "C", "C", "H", "H", "H", "C", "H", "C", "H", "H", "H", "H", "H", "H", "H", "H", "H", "H", "H", "H", "H", "H", "H", "H", "H", "H", "C", "H", "H", "H", "H", "H", "C", "C", "C", "H", "H", "N", "H", "H", "C", "C", "C", "C", "H", "C", "Ti", "F", "C", "C", "C", "N", "H", "H", "H", "H", "N", "H", "H", "H", "H", "O", "O", "H", "H", "H", "H", "C", "C", "N", "C", "C", "C"], "xyz": [[-2.81484, 3.46463, -0.78678], [0.67439, 0.93897, 6.24332], [4.36599, 1.84458, -3.29592], [5.06907, -5.23372, -5.65216], [-4.95358, 2.51063, -2.27702], [2.19614, 2.47915, -1.89964], [3.63720, -0.55992, 3.91859], [-2.27169, 1.01651, 5.00551], [3.22946, 0.93924, -3.65504], [2.28530, -1.74293, -3.41599], [-3.22913, 5.68558, 1.27502], [-1.41263, -2.09489, -5.91780], [4.99615, -2.48736, 3.25750], [-0.28338, 2.02565, 1.09025], [-2.78894, 2.59155, -2.04639], [-2.44042, -1.00379, 4.12700], [-1.52433, -2.88753, 3.06576], [-1.27246, 8.18196, 4.00474], [-3.36297, 1.37043, 3.22634], [-1.42206, -0.48464, -5.20880], [-2.61371, 0.70685, -3.86880], [0.14731, -1.58957, 2.73900], [-0.65126, 2.91293, -2.32375], [-4.08204, 2.39120, -3.80674], [3.42878, -3.93199, -5.06056], [-2.80292, 1.12968, 0.66158], [-0.64910, 6.18405, 4.10415], [-0.48454, -1.77033, -4.43807], [-2.65868, 0.23838, -2.89457], [-1.76147, 3.94755, 1.93676], [2.65847, -0.83802, 3.56660], [1.61150, 0.05287, 3.78168], [-1.56889, 6.19482, 0.94616], [2.03800, -6.42940, -4.61088], [3.20300, 1.34626, 5.28969], [0.63027, -2.46525, -1.31298], [-1.67873, 4.09405, -3.13602], [-2.52568, -3.46498, -3.85654], [1.89041, 1.38460, 4.49526], [-0.18315, 1.86660, 5.00847], [-3.10912, -2.70149, 0.77677], [5.80312, -3.17859, 3.01326], [-4.71754, 0.02269, 4.15197], [1.88274, -0.77664, -2.48523], [1.12176, 2.54015, 2.80811], [3.88836, -2.95927, 1.07808], [2.87559, -1.42738, -4.26216], [1.00059, 3.45504, -0.02413], [5.28991, -1.50057, 2.89533], [0.42762, -5.10750, -4.13853], [4.19480, -5.25123, -5.00381], [4.46599, 2.15529, -2.26495], [-3.68904, -2.03246, 3.42046], [-2.44043, 2.71409, 4.54508], [-2.95135, 1.75248, 4.58630], [4.08081, 1.29558, 4.64536], [3.42933, -4.40847, 3.07217], [-4.31581, 2.38144, 2.73910], [2.51312, -2.06927, 2.93325], [2.30017, 0.54284, -2.60744], [3.04952, -6.25790, -6.41999], [2.00833, 2.49294, 3.43835], [0.56431, 2.33897, 0.14047], [1.23016, -2.43688, 2.56543], [-2.40936, -3.99845, -4.80180], [-2.27389, 5.91475, 1.74598], [1.04938, -3.41338, 2.12726], [-0.51543, 5.03614, 3.12069], [-3.12768, -1.10276, 3.28776], [-2.30396, -1.20465, 2.04975], [-1.58040, 3.03687, -2.88406], [4.63090, 0.40502, -3.61010], [1.01009, -1.12159, -1.44263], [-4.58613, 2.16697, 1.70848], [4.64889, 2.59612, -4.01802], [-0.47569, 7.66528, 2.66348], [-2.87050, -0.95313, -0.44389], [4.73593, -3.58920, 0.80004], [-4.19973, 3.94595, -2.98582], [-2.79572, 0.44999, -0.53198], [1.07019, -3.39278, -2.20027], [-3.19554, 6.86116, 3.45445], [2.15150, 3.46189, 3.92481], [1.40795, -7.23215, -4.98922], [-2.72267, 1.07771, -1.77962], [-3.82470, 1.84416, 5.24188], [-2.47072, 7.09758, 2.67746], [4.89006, -0.24434, -2.78416], [4.50458, -5.46684, -3.98264], [-0.17860, 4.15390, 3.66282], [3.21722, -4.43566, 4.14168], [-3.69502, 3.26174, -0.17606], [-3.42401, -3.85182, -3.37382], [2.75321, 1.07470, -4.61800], [2.99539, -3.33325, 0.56971], [-3.85992, 3.36688, 2.79862], [-3.94271, -2.31595, -5.82686], [-1.03315, -2.73034, 1.39185], [-1.49817, 2.48299, -3.81920], [0.30215, 6.44344, 4.56435], [4.08270, -1.94306, 0.72490], [5.10620, 0.16114, -4.55015], [3.22964, 0.50849, 5.98775], [1.03896, 2.64832, 6.02513], [0.00823, -2.77397, -0.48529], [-4.07382, 0.07731, 3.26613], [4.30619, -5.03035, 2.88722], [2.58793, -4.86082, 2.54544], [-3.97899, -0.65242, -5.23909], [4.09517, -3.15174, -4.70240], [3.16694, -3.69820, -6.10167], [-2.79938, -1.73164, -1.58319], [-3.15836, -1.61709, 0.89072], [1.87687, -3.06335, -3.31415], [3.28817, 2.26670, 5.86828], [-1.37979, 5.94808, 4.87599], [3.29874, -6.37996, -5.43437], [-2.84770, 4.50990, -1.10133], [2.32951, -6.64654, -3.58465], [0.97260, 1.20058, -0.73323], [-3.91454, -1.69611, -4.92904], [-2.67347, -1.14924, -2.83995], [-1.41284, -1.54887, -4.97177], [-5.22374, 2.37865, 3.35290], [1.35137, -5.07703, -4.70433], [-1.40501, 0.65098, 1.65876], [0.75424, -4.68942, -1.98879], [0.34447, -0.30881, 3.28699], [0.77817, 1.72899, 5.49689], [-2.62852, -1.96303, -4.13147], [-1.81546, 4.77401, 2.52149], [0.25554, 5.27600, 2.37051], [2.87345, 2.31417, 2.79645], [-2.78623, 7.99156, 2.14343], [3.79955, -7.26878, -5.36997], [2.23997, -4.02579, -4.24220], [-1.66364, -3.69571, -3.22243], [-4.72710, 0.03047, 2.39565], [4.90835, -2.45099, 4.34441], [-4.19158, -1.37789, 1.13965], [-0.30552, -0.46016, 0.38065], [-0.72491, 0.56317, 3.30529], [1.07962, -4.88136, -5.75192], [-4.79524, -1.92421, -4.32739], [-2.85659, -2.80779, -1.47603], [-1.91902, 3.32111, -0.18131], [3.69966, -2.97197, 2.60569], [0.50449, -0.11996, -0.53831], [-1.16598, 7.39110, 3.36753], [1.84159, 1.46692, -1.75775], [-4.08446, 2.87229, -2.82893], [-1.19799, -2.16890, 2.30816]]}

***

{"formula": "C11H14N2O", "method": "ωB97M-V/def2-TZVPD", "gap_ev": 8.239, "relative_energy_kcal_mol": 72.03, "smiles": "Cc1c[nH]c2ccccc12.CC(N)=O", "elements": ["C", "H", "H", "N", "H", "H", "C", "H", "C", "C", "H", "N", "O", "C", "H", "C", "C", "H", "C", "H", "C", "H", "H", "H", "H", "C", "H", "C"], "xyz": [[1.26495, -0.03401, 0.72582], [-3.68243, -0.39368, -2.86412], [2.55417, -1.17563, -2.18652], [1.35402, 1.84879, -0.40322], [-3.95648, -1.12292, -1.33199], [-0.56759, -0.72037, -0.71659], [1.86656, -0.38783, -0.45933], [1.32127, -1.84682, 1.73179], [0.89023, -0.91562, 1.80993], [-2.19237, -0.04133, -1.53927], [1.48157, -2.28427, -1.09085], [-1.55869, -1.08829, -0.82913], [-1.42945, 0.89968, -1.66473], [0.40497, 1.98098, 2.00867], [-1.55342, -1.97530, -0.52805], [2.27978, -1.52998, -1.15696], [0.27472, -0.29862, 2.91625], [3.20234, -1.92908, -0.83935], [0.05444, 1.02120, 2.96338], [2.18817, 0.97185, -2.15645], [-3.65209, -0.21570, -1.79797], [0.01389, -0.82228, 3.93575], [-4.20459, 0.50746, -1.30056], [0.26377, 3.06690, 1.86290], [-0.42703, 1.50543, 3.89358], [0.93141, 1.35760, 0.82437], [1.02677, 2.73729, -0.65065], [1.85111, 0.88453, -1.15669]]}

***

{"formula": "C2H11N3", "method": "ωB97M-V/def2-TZVPD", "gap_ev": [2.870, 9.573], "relative_energy_kcal_mol": 3.31, "charge": -1, "s_squared": 0.75, "spin_multiplicity": 2, "elements": ["N", "H", "H", "H", "H", "C", "N", "C", "H", "N", "H", "H", "H", "H", "H", "H"], "xyz": [[-0.98193, -1.74310, 0.50633], [-0.47691, 1.13582, -1.44526], [0.21852, -0.33935, -1.30295], [-1.08772, 0.27895, 1.11602], [1.23216, 2.21448, -0.60985], [1.51263, 1.18339, -0.86632], [1.90551, 0.37631, 0.29017], [-1.75877, -0.55399, 0.90861], [-2.35155, -0.25921, 0.03437], [0.37790, 0.61859, -1.59574], [-2.39394, -0.69566, 1.78525], [2.74499, 0.80191, 0.67600], [1.18389, 0.44173, 1.00646], [-0.96214, -2.42730, 1.25552], [2.36515, 1.18885, -1.55201], [-1.52779, -2.22141, -0.20660]]}

***

{"formula": "C23H29N3O4", "method": "ωB97M-V/def2-TZVPD", "gap_ev": 9.354, "relative_energy_kcal_mol": 33.60, "smiles": "CCc1ccc(CNC(=O)c2ccc(OC3CCN(C(=O)COC)CC3)cc2)nc1", "elements": ["H", "O", "O", "H", "H", "H", "N", "H", "H", "H", "H", "H", "C", "H", "C", "C", "H", "C", "C", "C", "C", "H", "N", "C", "H", "O", "C", "H", "C", "C", "C", "C", "C", "H", "C", "H", "H", "C", "H", "H", "H", "C", "C", "H", "C", "O", "H", "C", "C", "H", "H", "H", "C", "H", "H", "N", "H", "H", "C"], "xyz": [[-4.45603, 1.27092, 1.60451], [6.59222, 0.33225, 2.30547], [6.02522, 2.23462, -0.46915], [-6.26558, -0.18175, 2.52161], [-8.09481, -0.03375, -1.34536], [4.12561, -2.73332, -1.17184], [6.03727, -0.61794, 0.34320], [5.65396, -1.68163, 2.06833], [5.91626, -2.67710, 0.61230], [3.48006, -0.92966, 1.21191], [4.27883, -0.72454, -2.54103], [-1.99134, -1.00734, -1.41826], [-8.43589, -1.13528, 1.14878], [7.84868, 1.38442, -0.31239], [3.94028, -1.79764, 0.74171], [0.07722, -1.44851, -1.28255], [7.36747, 2.35022, 1.10603], [3.68876, -1.80632, -0.77100], [-0.89646, 0.58910, -0.46267], [0.36057, 0.96929, -0.00912], [7.01345, 1.64193, 0.34482], [3.96303, 0.32192, -1.15981], [-6.34912, 0.99162, -1.13904], [-1.02523, -0.64612, -1.09521], [-0.01252, -2.40879, -1.76594], [2.32493, -1.95468, -1.13020], [-8.04430, -2.60172, 0.95472], [-7.86774, -2.80994, -0.09825], [-5.28404, 0.95254, 0.99023], [4.39340, -0.63135, -1.46006], [4.99730, 2.84746, 0.27378], [-6.28934, 0.14703, 1.49175], [5.44673, -1.76664, 1.00044], [-7.13399, -2.82755, 1.50592], [-7.34150, -0.23226, 0.66369], [4.27906, 3.23051, -0.44877], [-8.83662, -3.25604, 1.31029], [-7.30753, 0.22626, -0.64820], [-4.59735, 2.57987, -1.91736], [4.50465, 2.13554, 0.94535], [-3.02594, 0.75955, -1.83611], [-4.26960, 2.20837, -0.94436], [1.34850, -1.05225, -0.85016], [2.42010, 0.52767, 0.16970], [1.47335, 0.17257, -0.20050], [-2.04206, 2.29189, 0.73184], [3.50224, -2.69189, 1.18724], [6.52505, 0.39429, 1.09162], [-5.35760, 1.35721, -0.33935], [6.36736, 0.22075, -1.54426], [-4.03327, 3.04360, -0.27938], [-8.62337, -0.94938, 2.20842], [-2.03732, 1.51051, -0.20248], [0.45472, 1.91507, 0.50308], [-9.35472, -0.93086, 0.59572], [-3.04765, 1.44765, -1.10209], [5.38759, 3.67523, 0.87637], [6.34762, -1.55646, -1.47163], [5.87950, -0.63915, -1.09229]]}